Record 1
ORCA calculation (ωB97M-V with the def2-TZVPD basis set) on a 2-piece molecular cluster, C3H3Cl3 overall.

Each line ends with the Mulliken charge.
Positions of all 9 atoms, in Å:
Cl1 0.139 1.145 -2.327  -0.090
Cl2 -2.374 0.250 1.621  -0.281
H1 0.821 -0.085 2.011  0.301
Cl3 2.609 -0.134 -1.854  -0.011
H2 -0.890 -1.419 0.598  0.352
C1 1.481 0.899 -1.257  0.060
C2 -0.893 -0.379 0.604  -0.082
H3 -1.305 -0.045 -0.399  0.194
C3 0.412 -0.233 1.003  -0.442

Lowest unoccupied orbital energy (alpha / beta) ... -1.375 / -1.362 eV
HOMO (alpha / beta) ... -8.63 / -8.62 eV
Total charge ... 0

---

Record 2
ORCA calculation (ωB97M-V with the def2-TZVPD basis set) on a 2-piece molecular cluster, C3H3Cl3O overall.

Each line ends with the Mulliken charge.
Positions of all 10 atoms, in Å:
C1 -1.096 0.165 -0.866  0.675
Cl1 2.949 -1.682 -1.674  -0.067
H1 0.232 1.046 -2.287  0.278
H2 0.689 1.270 -0.617  0.336
C2 0.091 0.666 -1.231  -0.921
Cl2 -2.495 -0.041 -1.904  -0.174
H3 -0.595 -0.767 0.839  0.364
C3 1.678 -1.583 -0.493  0.012
O1 -1.338 -0.507 0.293  -0.495
Cl3 0.689 -2.921 -0.329  -0.007

Lowest unoccupied orbital energy ... -1.084 eV
HOMO ... -8.78 eV
Total charge ... 0

---

Record 3
ORCA calculation (ωB97M-V with the def2-TZVPD basis set) on a 2-piece molecular cluster, C3H3Cl3O overall.

Each line ends with the Mulliken charge.
Positions of all 10 atoms, in Å:
H1 0.118 0.782 -0.104  0.271
H2 -0.521 -0.012 -1.535  0.237
C1 -1.634 -2.714 2.804  0.080
C2 -0.713 -1.985 0.974  0.304
Cl1 -0.946 -4.249 2.767  -0.116
O1 -0.913 -0.873 0.338  -0.203
Cl2 0.801 -2.718 0.803  -0.156
Cl3 -3.361 -2.620 2.598  -0.119
C3 -0.023 -0.135 -0.501  -0.622
H3 0.892 -0.707 -0.755  0.325

Lowest unoccupied orbital energy (alpha / beta) ... -0.319 / -0.318 eV
HOMO (alpha / beta) ... -7.76 / -7.76 eV
Total charge ... 0

---

How do the records compare in max |F|? In the order shown, they have 0.07863 0.06906 0.09901 Eh/bohr.